No. 1
60
Properties=species:S:1:pos:R:3:mulliken_charge:R:1 method="wB97M-V/def2-TZVPD" homo_lumo_gap_ev=10.25 total_charge=+1 homo_ev=-12.65 e_lumo_ev=-2.40
C 3.61360 -3.69381 4.45865 -1.41
C 3.28136 -3.01281 3.13239 -0.47
C 2.07425 -2.05402 3.22897 -0.47
C 0.91041 -2.39381 2.26351 -1.28
C 0.96505 -1.62983 0.98629 -0.01
N 1.37152 -2.12329 -0.18007 0.08
C 1.37403 -1.13657 -1.13584 -0.59
C 0.97733 0.00785 -0.54120 -0.18
C 0.82838 1.35914 -1.15857 -0.16
C 2.15184 1.91231 -1.71824 -1.01
C 3.31566 1.86062 -0.73233 -0.10
Cl 4.88265 1.62029 -1.55357 -0.20
N 0.73073 -0.33346 0.79220 1.20
C 0.23931 0.58297 1.82568 -1.31
C -1.20603 0.33394 2.25489 -0.97
C -2.22825 0.71440 1.18763 1.16
F -1.73284 0.58065 -0.07379 -0.21
F -2.54261 2.02933 1.31685 -0.35
C -3.58575 -0.05803 1.32043 0.34
F -3.90496 -0.06431 2.62889 -0.27
F -4.53459 0.59347 0.64356 -0.25
S -3.61340 -1.86412 0.68718 1.33
F -3.67710 -2.44997 2.15577 -0.32
F -5.18045 -1.83504 0.60758 -0.30
F -3.49327 -1.31356 -0.80026 -0.28
F -1.99351 -1.95502 0.77343 -0.30
F -3.61581 -3.32975 0.12702 -0.30
H 4.56736 -4.21938 4.41067 0.39
H 3.67802 -2.95594 5.26287 0.36
H 2.84232 -4.41783 4.73463 0.34
H 4.15929 -2.46009 2.78908 0.34
H 3.07719 -3.78087 2.37911 0.26
H 2.42352 -1.03893 3.01806 0.21
H 1.67938 -2.06013 4.24610 0.53
H 0.94639 -3.45582 2.00566 0.82
H -0.05955 -2.22829 2.73925 0.09
H 1.63742 -3.08251 -0.33505 0.23
H 1.66144 -1.31277 -2.15907 0.52
H 0.12125 1.27268 -1.98635 -0.04
H 0.36981 2.07590 -0.47815 0.52
H 2.41502 1.36997 -2.62916 0.39
H 1.97517 2.94646 -2.01990 0.48
H 3.22450 1.03394 -0.02744 -0.09
H 3.40805 2.78802 -0.16862 0.40
H 0.33351 1.59178 1.42869 0.60
H 0.89900 0.51607 2.69164 0.43
H -1.36021 -0.68850 2.59175 0.18
H -1.41921 0.97977 3.11079 0.65
C -2.34846 1.68972 -4.37180 -1.18
C -1.78139 3.04711 -3.99112 0.44
C -1.92169 4.06595 -5.10735 -1.41
O -0.41093 2.92712 -3.58160 -0.44
H -1.81823 1.28834 -5.24014 0.32
H -2.24451 0.98103 -3.54823 0.21
H -3.40486 1.76389 -4.62958 0.42
H -2.29183 3.41439 -3.09881 0.22
H -1.38054 3.72994 -5.99634 0.37
H -1.51296 5.02873 -4.80317 0.34
H -2.96730 4.20321 -5.38270 0.39
H 0.09542 2.63945 -4.35082 0.32

No. 2
62
Properties=species:S:1:pos:R:3:mulliken_charge:R:1 method="wB97M-V/def2-TZVPD" homo_lumo_gap_ev=6.21 total_charge=+1 homo_ev=-11.55 e_lumo_ev=-5.35
C 3.95577 -0.60158 2.26987 -0.84
C 3.21037 -1.15152 0.87823 0.58
C 2.51896 -2.66707 1.01444 -1.02
N 3.20606 -0.43056 -0.29052 -0.31
C 1.98189 0.44869 -0.42229 0.36
C 0.52671 -0.37153 -0.51215 -0.50
C -0.85373 0.51070 -0.69874 0.63
C -2.28840 -0.27377 -0.82624 0.10
O -2.69077 -0.58663 -2.08715 -0.40
O -3.11267 -0.68904 0.31927 -0.27
C -4.20831 0.25311 0.59454 0.87
F -4.56035 1.15324 -0.52803 -0.16
F -3.81585 1.01745 1.83052 -0.29
C -5.57639 -0.57976 1.00176 0.06
F -6.48545 -0.57035 -0.20389 -0.25
F -5.32623 -2.00934 1.32669 -0.24
C -0.67496 2.14117 -0.78477 0.03
S -2.14710 3.31750 -1.00074 -0.17
C 0.83231 2.77390 -0.68556 0.05
O 0.92340 4.26624 -0.81851 -0.41
N 2.12573 1.95116 -0.50200 0.30
P 3.62776 2.89853 -0.42805 0.85
N 4.97043 2.08275 -0.06963 -0.74
O 3.79720 3.68346 -2.01190 -0.57
O 3.47597 4.15036 0.82417 -0.49
H 4.24948 -1.57821 2.88949 0.30
H 3.24463 0.02952 2.95200 0.30
H 4.96299 -0.04380 2.05753 0.25
H 3.30875 -3.46273 1.38005 0.25
H 2.02659 -3.01569 -0.00939 0.32
H 1.65902 -2.53236 1.83098 0.36
H 0.42919 -1.53710 -0.44986 0.23
H -6.18308 -0.04969 1.86137 0.25
H -1.79697 4.10444 -2.12214 0.18
H 0.71762 4.52770 -1.78451 0.36
H 5.36837 2.48667 0.81855 0.26
H 4.76771 3.66702 -2.27148 0.36
H 2.92749 3.72451 1.57264 0.36
C -8.96638 1.08724 -2.34804 -0.93
C -8.90762 2.57464 -2.03848 0.33
C -7.47208 3.05478 -1.89619 -0.93
O -9.61423 2.83340 -0.82813 -0.54
H -8.51301 0.50071 -1.54099 0.06
H -10.00573 0.75319 -2.43554 0.32
H -8.44468 0.85754 -3.28235 0.35
H -9.40633 3.13652 -2.83573 0.30
H -6.96575 2.53811 -1.07314 0.04
H -7.44553 4.12427 -1.66138 0.32
H -6.90560 2.88416 -2.81697 0.36
H -9.17844 2.33847 -0.11462 0.34
C 6.41334 -5.61305 0.88767 -1.30
C 6.47209 -4.12564 1.19723 0.58
C 7.90763 -3.64551 1.33953 -1.39
O 5.76548 -3.86688 2.40759 -0.50
H 6.86670 -6.19958 1.69472 0.33
H 5.37398 -5.94709 0.80017 0.32
H 6.93504 -5.84275 -0.04663 0.38
H 5.97339 -3.56376 0.39999 0.23
H 8.41397 -4.16217 2.16257 0.35
H 7.93419 -2.57602 1.57434 0.33
H 8.47412 -3.81612 0.41874 0.38
H 6.20128 -4.36182 3.12110 0.33

No. 3
53
Properties=species:S:1:pos:R:3:mulliken_charge:R:1 method="wB97M-V/def2-TZVPD" homo_lumo_gap_ev="7.54 / 7.58" s_squared=6.00 homo_ev="-7.22 / -7.22" multiplicity=5 e_lumo_ev="0.32 / 0.35"
C -0.78927 3.83908 -1.35398 -1.06
C -0.86252 2.48850 -0.94192 0.83
N -0.01147 2.04337 0.06048 0.30
C 0.89300 2.89647 0.60843 0.88
C 0.92682 4.23722 0.27388 -0.89
C 0.07467 4.73051 -0.71993 -0.44
C -1.82676 1.59809 -1.55077 -1.57
P -2.37919 0.10363 -0.69201 1.13
Ho -0.21009 -0.18538 0.90711 -0.24
P 2.33979 0.57152 1.51164 1.05
C 1.87484 2.37638 1.65777 -1.26
C 0.01037 -2.58083 0.80123 0.86
C -1.04271 -3.17255 1.47380 -0.50
C -1.02946 -4.58150 1.63016 -0.64
C 0.03931 -5.31276 1.10235 -0.42
C 1.09282 -4.68123 0.43176 -0.58
C 1.07905 -3.27383 0.28762 -0.42
O -0.75797 0.57489 -3.76718 -0.75
O 0.35004 -1.35791 -2.93107 -0.73
H -1.46288 4.15096 -2.15109 0.43
H 1.63947 4.87589 0.80260 0.42
H 0.09662 5.77874 -1.00093 0.42
C -3.89292 0.70954 0.11433 -1.36
C -3.00480 -1.06319 -1.94515 -1.26
H 2.82214 2.92926 1.58451 0.45
H 1.46053 2.53605 2.67004 0.36
H -1.13184 1.02403 -2.97974 0.43
H -2.65206 2.11510 -2.00674 0.45
C 2.84543 0.15055 3.22050 -1.22
C 3.92181 0.66477 0.61912 -1.41
H -1.87485 -2.58528 1.88920 0.25
H -1.84743 -5.06460 2.16238 0.37
H 0.05143 -6.40580 1.22289 0.33
H 1.92473 -5.25055 0.01784 0.37
H 1.90052 -2.75328 -0.22610 0.25
H 0.60077 -0.91440 -1.46313 1.04
H -0.02004 -2.23132 -2.78421 0.32
H -0.14953 -0.60162 -3.27043 0.38
H -0.15097 1.16471 -4.19465 0.29
H 0.83040 -0.68199 -0.78989 -0.87
H -4.63622 0.97534 -0.64963 0.40
H -4.27323 -0.09460 0.75923 0.39
H -3.65419 1.57984 0.73813 0.34
H -3.84331 -0.61887 -2.49291 0.40
H -2.21557 -1.36540 -2.63967 0.28
H -3.35284 -1.95261 -1.41222 0.43
H 4.69112 1.16506 1.22348 0.40
H 4.24188 -0.36150 0.39085 0.40
H 3.77239 1.19998 -0.32571 0.36
H 3.75294 0.70072 3.50834 0.41
H 2.02106 0.36065 3.91457 0.32
H 3.04726 -0.92955 3.24161 0.36
I -1.22909 0.47973 3.46321 -0.49

No. 4
49
Properties=species:S:1:pos:R:3:mulliken_charge:R:1 method="wB97M-V/def2-TZVPD" homo_lumo_gap_ev="5.83 / 5.82" relative_energy_kj_mol=14.1 total_charge=+2 homo_ev="-14.39 / -14.33" e_lumo_ev="-8.56 / -8.51"
C -1.83914 -0.24074 -2.66408 -0.59
H -2.70635 0.16599 -3.17094 0.47
H -0.97322 -0.06549 -3.33605 0.34
H -1.99929 0.72941 -1.52310 0.11
C -2.08625 -1.75168 -2.40711 -0.21
H -1.21088 -2.21431 -1.91975 0.35
H -2.91175 -1.85299 -1.69339 0.24
C -2.42089 -2.58488 -3.65747 -1.35
H -2.55301 -3.64243 -3.39369 0.37
H -3.34778 -2.23427 -4.13023 0.38
H -1.61305 -2.50737 -4.39454 0.37
C 1.93656 0.61722 1.31548 0.97
C 2.02588 -0.66172 0.70993 0.28
C 2.00601 -0.49116 -0.69780 0.56
C 1.86693 0.92237 -0.96381 0.45
C 1.85641 1.59569 0.29632 0.38
C 1.90108 3.06145 0.49785 -1.57
C 2.06466 1.54938 -2.29817 -1.14
C 2.33256 -1.51742 -1.72316 -1.25
C 2.22716 -1.94157 1.43003 -1.84
C 2.02830 0.88493 2.77070 -1.45
In -0.65005 0.19478 -0.66061 0.79
H 1.86027 2.62820 -2.27174 0.39
H 3.10852 1.42776 -2.64274 0.32
H 1.41397 1.09620 -3.06249 0.20
H 1.66920 3.60360 -0.42606 0.35
H 1.19142 3.38961 1.27072 0.26
H 2.90588 3.38150 0.82163 0.36
H 1.58185 0.06724 3.35338 0.36
H 3.08139 0.97915 3.08852 0.36
H 1.51865 1.81785 3.04540 0.37
H 2.02249 -2.80432 0.78588 0.42
H 3.26702 -2.03494 1.78310 0.34
H 1.57640 -2.01214 2.31243 0.38
H 1.65601 -1.46538 -2.59104 0.25
H 3.36261 -1.38062 -2.10264 0.33
H 2.27654 -2.53362 -1.30762 0.40
C -2.80438 -1.22622 1.77868 -1.16
C -2.33614 0.12753 2.16754 0.50
N -1.48100 0.91782 1.53928 0.01
C -1.37622 2.08319 2.30254 -0.54
C -2.20635 1.98134 3.36871 -0.53
N -2.80719 0.74445 3.26685 -0.07
H -2.95507 -1.81751 2.69689 0.42
H -3.76549 -1.15590 1.24222 0.29
H -2.05315 -1.72642 1.15005 0.23
H -0.71646 2.88732 1.99024 0.44
H -2.41784 2.68309 4.16520 0.42
H -3.50678 0.32601 3.88864 0.23